1.
The following is a quantum chemistry calculation of 2 unconnected molecules or ions with the total composition C8H8O in a non-equilibrium geometry, from the Open Molecules 2025 dataset.

Each line ends with the Löwdin charge.
Element x y z (Å)
C  -3.278  0.046  0.330  0.00
C  3.003  1.195  0.663  0.17
C  -3.299  1.221  0.085  0.02
C  1.850  1.143  0.275  -0.05
C  1.044  -1.355  -0.766  -0.14
C  0.356  -1.260  0.483  -0.12
C  0.038  -0.280  -0.627  -0.19
C  0.539  1.121  -0.342  -0.39
O  0.001  2.168  -0.649  0.09
H  -3.494  -0.938  0.682  0.02
H  3.867  1.010  1.230  0.03
H  2.103  -1.107  -0.775  0.11
H  0.688  -2.139  -1.421  0.11
H  -0.400  -2.039  0.723  0.13
H  0.973  -0.856  1.260  0.10
H  -0.920  -0.134  -1.053  0.11
H  -3.073  2.204  -0.098  0.00

**Orbital gap**: 10.435 eV
**E_HOMO**: -0.369 Ha
**Spin multiplicity**: 1
**SMILES**: C#CC(=O)C1CC1.C#C
**Relative energy (zero: lowest compared OMol25 entry of this formula, charge and spin)**: 459.6 kJ/mol
**Maximum force**: 3.16 eV/A

2.
The following is a quantum chemistry calculation of a molecular structure, C21H29ClIN3O6ReS2 in a non-equilibrium geometry, from the Open Molecules 2025 dataset.

Each line ends with the Mulliken spin population.
Element x y z (Å)
Re  0.077  0.025  0.313  0.87
C  1.742  5.810  -0.904  0.00
C  1.092  5.614  0.464  0.00
N  0.067  4.579  0.455  0.02
C  -1.322  4.980  0.368  0.00
C  -1.795  5.116  -1.079  0.00
C  0.431  3.310  0.448  0.00
S  -0.905  2.130  0.258  0.00
N  1.695  3.019  0.529  0.00
C  2.383  1.887  0.624  0.02
O  1.850  0.751  0.855  -0.01
C  3.821  2.002  0.471  -0.01
C  4.625  0.852  0.500  0.00
C  5.972  0.960  0.229  0.00
C  6.535  2.199  -0.064  0.01
C  5.751  3.351  -0.045  0.00
C  4.406  3.256  0.229  0.00
H  2.507  6.577  -0.826  0.00
H  1.019  6.142  -1.644  0.00
H  2.193  4.888  -1.260  0.00
H  0.614  6.542  0.775  0.00
H  1.854  5.334  1.197  0.00
H  -1.428  5.937  0.881  0.00
H  -1.931  4.235  0.889  0.00
H  -1.318  5.959  -1.570  0.00
H  -2.868  5.286  -1.085  0.00
H  -1.577  4.207  -1.636  0.00
H  4.185  -0.113  0.704  0.00
H  6.591  0.078  0.229  0.00
H  7.583  2.281  -0.304  0.00
H  6.194  4.315  -0.241  0.00
H  3.786  4.135  0.257  0.00
C  -2.850  -1.008  -4.412  0.00
C  -2.213  -1.461  -3.113  0.00
S  -2.301  -0.120  -1.881  0.01
O  -1.595  -0.714  -0.638  0.04
C  -4.064  -0.156  -1.323  0.00
C  -4.689  -1.529  -1.208  0.00
H  -2.649  -1.757  -5.174  0.00
H  -2.435  -0.065  -4.761  0.00
H  -3.928  -0.905  -4.321  0.00
H  -1.147  -1.655  -3.243  0.00
H  -2.691  -2.347  -2.706  0.00
H  -4.603  0.482  -2.021  0.00
H  -4.021  0.341  -0.352  0.00
H  -4.910  -1.964  -2.180  0.00
H  -5.630  -1.444  -0.667  0.00
H  -4.043  -2.202  -0.645  0.00
I  -1.226  -3.012  1.457  0.00
C  -0.877  -1.454  2.817  0.03
C  -1.159  -1.660  4.164  -0.01
C  -0.957  -0.626  5.060  0.02
C  -0.442  0.575  4.581  -0.01
C  -0.190  0.702  3.235  0.01
N  -0.420  -0.282  2.339  -0.02
H  -1.532  -2.618  4.495  0.00
H  -1.200  -0.744  6.105  0.00
H  -0.256  1.402  5.245  0.00
H  0.203  1.629  2.839  0.00
O  2.892  -0.872  -1.865  0.00
Cl  1.535  -1.128  -1.762  0.00
O  0.813  0.164  -1.696  0.01
O  0.979  -1.860  -2.807  0.00
O  1.224  -1.747  -0.494  0.01

**Orbital gap (alpha / beta)**: 5.603 / 6.063 eV
**E_HOMO (alpha / beta)**: -0.522 / -0.522 Ha
**Spin multiplicity**: 2
**Net charge**: +2
**Relative energy (zero: lowest compared OMol25 entry of this formula, charge and spin)**: 0.0 kJ/mol
**Maximum force**: 2.99 eV/A

3.
The following is a quantum chemistry calculation of a molecular structure, C39H33Cl2I2N2O4P2Rb, from the Open Molecules 2025 dataset.

Each line ends with the Löwdin charge.
Element x y z (Å)
Rb  0.457  0.761  -3.031  0.91
I  -1.639  1.648  -8.418  0.80
C  -0.925  -0.207  -7.741  -0.65
C  -0.671  -1.219  -8.661  -0.27
C  -0.206  -2.443  -8.247  -0.69
I  0.146  -3.913  -9.718  0.78
C  0.035  -2.703  -6.876  -0.23
C  0.529  -3.915  -6.351  -0.07
C  0.736  -4.049  -5.006  -0.06
C  0.450  -2.967  -4.160  -0.14
N  -0.018  -1.827  -4.615  0.09
C  -0.228  -1.669  -5.935  -0.14
C  -0.741  -0.338  -6.338  -0.50
O  -0.971  0.552  -5.498  -0.19
H  -0.842  -1.034  -9.713  0.06
H  0.751  -4.733  -7.026  0.05
H  1.128  -4.969  -4.591  0.10
H  0.630  -3.019  -3.092  0.10
N  -1.095  4.593  0.099  0.06
C  -1.043  3.538  -0.949  -0.79
O  0.148  2.989  -1.072  -0.29
C  -2.333  2.733  -1.035  -0.12
C  -1.975  3.742  -2.130  -0.10
H  -0.217  5.093  -0.011  0.07
H  -1.840  5.254  -0.102  0.06
H  -3.160  2.981  -0.377  0.08
H  -2.246  1.681  -1.282  0.08
H  -2.584  4.640  -2.199  0.07
H  -1.661  3.342  -3.087  0.08
C  -0.703  1.246  1.689  -0.50
P  0.121  0.058  0.504  1.06
C  -0.251  -1.639  1.107  -0.36
C  -1.486  -1.982  1.656  -0.11
C  -1.819  -3.306  1.905  -0.10
C  -0.930  -4.323  1.590  -0.11
C  0.291  -4.000  1.013  -0.09
C  0.628  -2.678  0.768  -0.10
C  1.869  0.319  0.969  -0.39
C  2.585  -0.436  1.897  -0.13
C  3.911  -0.141  2.170  -0.10
C  4.538  0.911  1.520  -0.11
C  3.834  1.672  0.597  -0.07
C  2.507  1.378  0.317  -0.08
P  0.058  1.504  3.345  1.06
C  -0.510  0.018  4.279  -0.39
C  0.441  -0.832  4.830  -0.11
C  0.059  -1.966  5.540  -0.09
C  -1.286  -2.250  5.721  -0.10
C  -2.247  -1.396  5.191  -0.10
C  -1.860  -0.276  4.475  -0.12
C  -1.109  2.740  4.069  -0.38
C  -1.575  3.784  3.259  -0.09
C  -2.375  4.784  3.793  -0.09
C  -2.717  4.774  5.138  -0.12
C  -2.250  3.751  5.951  -0.11
C  -1.454  2.744  5.420  -0.12
H  -1.777  1.050  1.748  0.05
H  -0.578  2.188  1.135  0.01
H  -2.199  -1.203  1.895  0.09
H  -2.781  -3.543  2.344  0.09
H  -1.190  -5.358  1.778  0.09
H  0.984  -4.787  0.738  0.10
H  1.558  -2.437  0.269  0.09
H  2.101  -1.262  2.398  0.08
H  4.461  -0.739  2.889  0.09
H  5.581  1.128  1.724  0.09
H  4.324  2.486  0.077  0.10
H  1.938  1.984  -0.385  0.08
H  1.491  -0.609  4.687  0.09
H  0.813  -2.627  5.949  0.10
H  -1.587  -3.135  6.268  0.09
H  -3.300  -1.614  5.326  0.10
H  -2.614  0.386  4.065  0.11
H  -1.326  3.824  2.201  0.06
H  -2.732  5.575  3.145  0.10
H  -3.344  5.556  5.551  0.09
H  -2.508  3.730  7.003  0.09
H  -1.103  1.949  6.068  0.10
Cl  4.699  -2.178  -4.270  0.56
C  3.881  -2.137  -2.697  -1.01
Cl  5.076  -2.048  -1.367  0.55
C  2.870  -0.951  -2.552  -0.89
O  3.158  0.123  -3.081  -0.12
O  1.862  -1.276  -1.884  -0.19
H  3.355  -3.076  -2.571  0.04

**Orbital gap**: 5.455 eV
**E_HOMO**: -0.074 Ha
**Spin multiplicity**: 1
**Net charge**: -2
**Maximum force**: 0.73 eV/A

The highest spin multiplicity belongs to which entry? C21H29ClIN3O6ReS2